Computed, not measured: a cluster of 2 separate species, C6H11NO in total, with ωB97M-V/def2-TZVPD.

Calculated values
- Structure (SMILES): Cc1c[nH]c(C)c1.O
- HOMO level: -7.987 eV
- Electronic energy: -9937.6252 eV
- HOMO-LUMO gap: 8.84 eV

Each line ends with the Mulliken charge.
Positions of all 19 atoms, in Å:
O 0.5312 -2.6641 -1.3335  -0.612
N -0.7094 0.4522 1.5493  -0.182
C 0.6457 0.3291 -0.2081  -0.731
C -0.5239 1.0769 -0.6035  0.644
C 1.3689 -0.8924 1.9062  -1.319
C -0.8037 1.7368 -1.9149  -1.196
C -1.3061 1.1393 0.4948  -0.623
C 0.5547 0.0487 1.1079  0.505
H -1.8827 1.8284 -2.0653  0.332
H -0.7903 0.9261 2.4403  0.286
H -2.3410 1.4505 0.5538  0.387
H 2.2771 -1.2088 1.4034  0.320
H 1.6269 -0.5498 2.9199  0.371
H -0.4777 1.1125 -2.7451  0.315
H -0.2661 -2.1188 -1.3945  0.312
H 0.2083 -3.5656 -1.4269  0.295
H -0.3805 2.7421 -1.9372  0.251
H 0.8568 -1.8392 2.1484  0.270
H 1.4117 -0.0040 -0.8951  0.375


Computed, not measured: a cluster of 2 separate species, C6H11NO in total, with ωB97M-V/def2-TZVPD.

Calculated values
- Structure (SMILES): Cc1c[nH]c(C)c1.O
- HOMO level: -8.164 eV
- Electronic energy: -9936.4036 eV
- HOMO-LUMO gap: 9.00 eV

Each line ends with the Mulliken charge.
Positions of all 19 atoms, in Å:
O -3.0504 -1.3765 -0.6130  -0.680
N -0.5924 0.8128 0.9017  -0.133
C 0.5623 0.6040 -1.0546  1.023
C 0.3255 -0.9398 2.3844  -1.047
C -0.4962 1.3336 -0.5317  -0.869
C 1.0063 -0.3619 -0.1123  -0.602
C 0.3862 -0.1623 1.1079  0.278
C 1.3530 0.9278 -2.2832  -1.249
H -1.3297 0.8682 1.5139  0.176
H 1.0223 -1.8280 2.2150  0.267
H 2.0452 1.7338 -1.7947  0.244
H -2.7591 -2.2552 -0.8088  0.306
H 0.7328 -0.1499 3.2006  0.256
H 2.0615 0.1588 -2.6394  0.319
H -0.7105 -1.1472 2.7036  0.317
H -2.3365 -0.8421 -0.1657  0.335
H 0.7480 1.2842 -3.0181  0.377
H -0.8297 2.3170 -0.6193  0.355
H 1.8614 -0.9774 -0.3864  0.327


Computed, not measured: an isolated molecule of C6H11NO, with ωB97M-V/def2-TZVPD.

Calculated values
- Structure (SMILES): C/C(=C\N)CCC=O
- HOMO level: -8.325 eV
- Electronic energy: -9935.9366 eV
- HOMO-LUMO gap: 9.23 eV

Each line ends with the Mulliken charge.
Positions of all 19 atoms, in Å:
O -3.2696 -1.6189 -0.6379  -0.458
N 2.4448 1.0810 1.3257  -0.566
C -1.8062 0.0643 0.1659  -0.416
C -0.6765 0.1769 -0.9030  -0.699
C 1.1003 1.0406 0.7181  -0.385
C -3.0666 -0.4388 -0.4887  -0.032
C 1.6154 -0.9621 -0.4859  -1.563
C 0.7173 0.1697 -0.2588  0.521
H 2.4908 -0.8218 -1.1126  0.391
H 1.0612 -1.8794 -0.6908  0.372
H 0.4647 1.7683 1.0855  0.450
H -2.0481 1.0294 0.6170  0.273
H -0.6606 -0.7509 -1.5705  0.352
H -0.8346 1.0552 -1.5519  0.326
H 3.0960 0.5608 0.9342  0.239
H 2.3984 0.9421 2.3857  0.216
H -1.4503 -0.6132 0.9092  0.398
H 2.3351 -1.1451 0.3631  0.301
H -3.9114 0.3419 -0.8044  0.279


Computed, not measured: an isolated molecule of C6H11NO, with ωB97M-V/def2-TZVPD.

Calculated values
- Structure (SMILES): C/C=C\N(C)C(C)=O
- HOMO level: -8.674 eV
- Electronic energy: -9936.8619 eV
- HOMO-LUMO gap: 9.44 eV

Each line ends with the Mulliken charge.
Positions of all 19 atoms, in Å:
O -0.0952 2.3956 -0.1815  -0.628
N -0.1706 0.1530 -0.4274  0.201
C -0.7506 1.3733 -0.1808  0.755
C -2.2499 1.3694 0.0290  -1.199
C -0.9184 -1.0912 -0.4396  -1.054
C 1.9368 -1.1109 1.0987  -1.084
C 1.1517 0.1385 -1.0021  -0.749
C 2.0510 -0.1732 -0.0554  0.114
H -2.7578 1.0229 -0.8699  0.301
H -2.5357 0.7191 0.8527  0.335
H 1.0151 -0.9559 1.6609  0.295
H 3.0623 0.1970 -0.2092  0.371
H -2.5655 2.3857 0.2469  0.309
H -1.4663 -1.2376 0.4945  0.334
H 1.3534 0.8986 -1.7450  0.363
H 2.7642 -0.9098 1.7873  0.359
H -0.2126 -1.9122 -0.5748  0.362
H -1.6311 -1.1116 -1.2692  0.360
H 2.0192 -2.1507 0.7850  0.255


Computed, not measured: a cluster of 2 separate species, C6H11NO in total, with ωB97M-V/def2-TZVPD.

Calculated values
- HOMO level (alpha / beta): -12.531 / -12.530 eV
- Electronic energy: -9926.3625 eV
- ⟨S²⟩: 0.77
- Multiplicity: 2
- Net charge: +1
- HOMO-LUMO gap (alpha / beta): 7.07 / 3.92 eV

Each line ends with the Mulliken charge.
Positions of all 19 atoms, in Å:
O -2.0196 1.0828 0.6340  -0.495
N 0.8678 -2.8325 -1.0418  -0.112
C 0.1707 2.9012 2.6599  -0.731
C 1.1947 -2.2228 -2.2045  0.179
C 0.8159 -2.3392 0.1240  -0.146
C -0.6085 2.7314 1.6007  -0.155
C 0.5673 -1.1593 -2.7985  -0.499
C -0.6459 1.4751 0.7915  0.108
H 1.9991 -2.7245 -2.7354  0.360
H -0.3478 -0.7633 -2.3807  0.308
H -0.1212 0.6855 1.3578  0.036
H -2.0126 0.3171 0.0553  0.258
H 1.2485 -1.3789 0.3984  0.301
H 1.0018 -0.7174 -3.6845  0.286
H -1.2591 3.5090 1.2192  0.297
H 0.8171 2.1064 3.0078  0.208
H 0.1401 3.8373 3.1959  0.268
H -0.1597 1.5740 -0.1874  0.213
H 0.3826 -2.9357 0.9228  0.314


Computed, not measured: a cluster of 2 separate species, C6H11NO2 in total, with ωB97M-V/def2-TZVPD.

Calculated values
- HOMO level: -8.186 eV
- Electronic energy: -11979.9028 eV
- HOMO-LUMO gap: 8.83 eV

Each line ends with the Mulliken charge.
Positions of all 20 atoms, in Å:
O 2.5024 -0.1983 -0.4172  -0.567
O -2.3154 -0.2328 0.1930  -0.512
N 0.4799 1.9438 -1.5707  -0.849
C -0.0678 -1.3055 1.6791  -1.210
C 0.4616 -0.1084 0.9523  0.023
C -1.3904 0.7900 0.3883  -0.792
C 1.1032 -0.2372 -0.3401  0.348
C 0.2702 0.7600 -1.1187  0.505
C 0.2268 -0.6556 -1.5221  -0.618
H -0.7217 -1.0191 2.5061  0.354
H 0.9369 0.6480 1.5751  0.379
H 1.3127 2.3796 -1.1677  0.245
H -1.4482 1.1066 1.4268  0.368
H -0.6700 -1.2425 -1.3559  0.153
H -0.6282 -1.9727 1.0256  0.278
H -2.7643 -0.0908 -0.6505  0.354
H -1.5908 1.6713 -0.2177  0.495
H 2.7759 0.4979 -1.0341  0.383
H 0.7814 -1.8624 2.0964  0.391
H 0.7458 -0.8721 -2.4480  0.273


Computed, not measured: a cluster of 2 separate species, C6H11NO2 in total, with ωB97M-V/def2-TZVPD.

Calculated values
- HOMO level (alpha / beta): -8.420 / -8.686 eV
- Electronic energy: -11979.2853 eV
- HOMO-LUMO gap (alpha / beta): 6.67 / 7.28 eV

Each line ends with the Mulliken charge.
Positions of all 20 atoms, in Å:
O -0.6576 2.2508 2.1246  -0.601
O -0.8316 -0.7724 -0.8352  -0.522
N 0.9724 -0.4714 0.3691  -0.112
C 1.7668 -1.6275 0.0447  -0.839
C 0.7649 1.8954 0.2848  -0.241
C 1.4844 0.7042 0.0850  -0.044
C -1.5964 -1.7941 -0.2318  -0.766
C -0.5567 1.9135 0.9542  0.629
C -1.2457 1.9097 -0.2809  -1.181
H -1.2679 -2.7576 -0.6252  0.233
H 2.3482 -1.8746 0.9365  0.348
H 1.1066 -2.4706 -0.1402  0.262
H 2.4777 0.7800 -0.3706  0.337
H -2.6549 -1.6701 -0.4880  0.325
H -2.1549 2.5030 -0.2842  0.376
H 2.4465 -1.4851 -0.8026  0.326
H -1.4819 -1.7873 0.8559  0.290
H -1.0215 1.7430 -1.3271  0.411
H 1.3088 2.8306 0.2082  0.393
H -1.2071 0.1806 -0.4771  0.375


Computed, not measured: a structure of composition C6H11NO2, with ωB97M-V/def2-TZVPD.

Calculated values
- HOMO level: -7.674 eV
- Electronic energy: -11981.4434 eV
- HOMO-LUMO gap: 8.36 eV

Each line ends with the Mulliken charge.
Positions of all 20 atoms, in Å:
O -2.4717 -0.8508 0.5321  -0.527
O 2.4111 0.4883 -1.2126  -0.507
N 0.6190 -1.7884 -0.4084  -0.440
C 0.6594 -0.7077 0.4070  0.528
C -2.4486 0.8995 -1.0810  -1.134
C 2.2858 0.2795 0.1746  -0.784
C -0.1051 0.4892 0.5567  -0.355
C 0.1601 -0.3989 1.7614  -0.775
C -1.8420 0.0517 0.0271  0.616
H 0.0761 -2.5775 -0.0861  0.254
H -3.5144 1.0567 -0.9016  0.344
H -2.3398 0.3682 -2.0283  0.261
H 0.9117 -1.6290 -1.3632  0.206
H 0.0125 1.5387 0.3492  0.440
H 1.8909 1.2617 -1.4572  0.335
H -0.6925 -0.9551 2.1356  0.284
H 2.4569 1.1832 0.7682  0.336
H -1.9516 1.8660 -1.1570  0.310
H 3.0094 -0.4810 0.4652  0.389
H 0.8729 -0.0945 2.5182  0.220


Computed, not measured: a cluster of 2 separate species, C6H11NO2 in total, with ωB97M-V/def2-TZVPD.

Calculated values
- Structure (SMILES): C=C(C)C(C)=O.NC=O
- HOMO level: -9.126 eV
- Electronic energy: -11982.5167 eV
- HOMO-LUMO gap: 9.36 eV

Each line ends with the Mulliken charge.
Positions of all 20 atoms, in Å:
O -1.3438 -0.7074 -1.7473  -0.434
O -0.0727 0.0943 2.0292  -0.621
N -1.9358 0.1659 0.3066  -0.412
C 1.6537 -0.2495 -1.1220  -0.924
C -1.5483 0.2861 -1.0815  0.070
C 1.0784 1.8226 0.1008  -1.359
C -0.0256 -0.4667 0.9487  1.047
C 0.8473 0.3911 -0.2751  0.656
C 0.0893 -1.9608 0.8012  -1.506
H -0.2405 -2.2746 -0.1863  0.307
H 2.5578 0.2082 -1.5043  0.286
H -1.7425 0.8776 1.0056  0.249
H 0.3331 2.1917 0.8069  0.337
H 2.0351 1.9955 0.5961  0.327
H 1.5182 -1.2860 -1.3933  0.280
H -1.9209 1.2230 -1.5284  0.355
H 1.0045 2.5232 -0.7340  0.361
H -2.8860 -0.1413 0.4753  0.252
H 1.1264 -2.2567 0.9369  0.365
H -0.5276 -2.4364 1.5649  0.365


Computed, not measured: an isolated molecule of C6H11NO2S, with ωB97M-V/def2-TZVPD.

Calculated values
- Structure (SMILES): [O-]/[N+](O)=C\CCCCC=S
- HOMO level (alpha / beta): -8.702 / -8.702 eV
- Electronic energy: -22815.2223 eV
- HOMO-LUMO gap (alpha / beta): 8.48 / 8.48 eV

Each line ends with the Mulliken charge.
Positions of all 21 atoms, in Å:
S -0.1654 0.5590 2.9425  -0.214
O 2.3780 -1.0790 2.0748  -0.402
O 0.9811 -2.3779 0.8520  -0.685
N 1.6086 -1.3217 0.8617  0.671
C -0.9499 0.3050 1.4929  -0.429
C 0.9134 -0.5562 -1.3550  -0.492
C -1.4850 0.7007 -0.8732  -0.720
C 1.5569 -0.3892 -0.0024  -0.650
C -1.5561 1.2559 0.5591  -0.203
C -0.1687 0.4588 -1.7489  -0.976
H -0.5684 0.2375 -2.6466  0.454
H 2.0070 0.4711 0.3476  0.516
H 0.3622 -1.5098 -1.5546  0.275
H 1.7315 -1.5663 2.6005  0.362
H -1.9136 -0.2168 -1.0316  0.395
H 1.6908 -0.4899 -2.0131  0.430
H -1.1192 2.2963 0.7571  0.277
H -2.1972 1.4143 -1.4890  0.286
H -2.5537 1.2703 0.8085  0.300
H -0.9421 -0.7688 1.2853  0.368
H 0.3900 1.3068 -1.8676  0.435


Record-wise F_max values, in eV/A: 1.53; 5.19; 7.52; 3.64; 2.62; 3.52; 3.33; 7.11; 3.57; 4.30